Computed, not measured: a molecular structure, C3H7NOS, with ωB97M-V with the def2-TZVPD basis set.

The geometry in ORCA input format:
```
! wB97M-V def2-TZVPD RIJCOSX def2/J DEFGRID3
* xyz 0 1
C 2.186 -0.456 0.000
C -0.450 -0.567 0.088
C -1.731 0.174 0.035
H 2.127 -1.750 -0.442
H 2.767 -0.294 1.352
H 2.784 0.597 -0.793
H -0.099 -1.504 -0.633
H -0.714 -1.020 0.967
H -0.503 1.649 -0.409
H -2.402 2.085 -0.050
N -1.637 1.472 0.088
O 0.862 0.245 -0.144
S -3.189 -0.631 -0.059
*
```

Calculated values
ΔE to the lowest compared entry with this formula, charge and spin in kcal/mol: 168.1
HOMO energy in eV: -8.41